Computed, not measured: a cluster of 13 separate species, H26O13 in total at a distorted geometry, with ωB97M-V/def2-TZVPD.

```
39
Properties=species:S:1:pos:R:3
O -3.03477 0.52351 1.60510
H -2.30677 1.07351 1.88710
H -2.64677 -0.26749 1.16210
O -1.08177 -2.02949 -1.70090
H -1.36277 -2.42049 -2.54790
H -1.61877 -1.21849 -1.60590
O -1.08577 2.43751 1.50310
H -1.82677 2.95551 1.18710
H -0.74577 1.78651 0.87310
O -2.62577 0.50051 -1.42690
H -2.83577 0.48051 -2.33990
H -1.93477 1.15751 -1.48390
O -2.13177 -1.91749 0.84510
H -2.90277 -2.46549 0.69310
H -1.57777 -1.99949 0.08510
O -1.67377 0.58151 4.33010
H -1.03277 0.27651 3.70410
H -2.39677 -0.04749 4.25210
O -0.09277 -1.03549 2.78810
H 0.83823 -0.92849 2.69610
H -0.44177 -1.72049 2.18810
O 2.09023 -1.99849 -1.32590
H 1.88023 -2.32849 -0.41990
H 2.68823 -2.61049 -1.65590
O 2.70923 0.49651 -0.43890
H 2.53223 -0.39949 -0.68590
H 3.59323 0.53551 -0.12490
O 1.81823 2.63751 1.19410
H 2.70223 3.05851 1.26210
H 1.95623 1.80051 0.73510
O 1.09923 -0.59049 -3.46790
H 0.72523 -0.78849 -4.34990
H 0.56923 -0.88849 -2.74290
O 0.13523 -0.00049 0.09410
H -0.00777 -0.18649 1.03210
H 1.07623 0.16951 -0.03090
O 3.00723 1.57751 -2.94390
H 3.00723 1.27051 -2.03290
H 2.93623 2.52251 -2.79190
```

Properties
LUMO level (eV): -0.4390
Kohn-Sham gap (Eh): 0.3293
F_max (Eh/bohr): 0.068
Relative energy (zero: lowest compared OMol25 entry of this formula, charge and spin) (eV): 2.736

---

Computed, not measured: an isolated molecule of C6H8O3 at a distorted geometry, with ωB97M-V/def2-TZVPD.

```
17
Properties=species:S:1:pos:R:3
C -1.58357 0.46124 0.16167
C -0.66537 0.06378 -0.98573
C 1.53919 -1.28423 -0.94343
C -0.54595 0.83369 1.29225
C 0.73517 0.20483 0.95424
C 0.59568 -0.34725 -0.27074
O -2.44390 1.52045 -0.16913
O 1.80184 0.15391 1.80234
O -0.82623 1.52161 2.25583
H -2.78048 1.87299 0.67731
H 2.58102 -0.14168 1.30571
H -2.16696 -0.39422 0.51955
H -0.47612 0.89935 -1.66911
H -1.10327 -0.75521 -1.56472
H 0.98609 -2.05786 -1.48756
H 2.17911 -1.79935 -0.22078
H 2.17373 -0.75205 -1.65767
```

Properties
SMILES: CC1=C(O)C(=O)[C@@H](O)C1
LUMO level (eV): 0.5095
Kohn-Sham gap (Eh): 0.3583
F_max (Eh/bohr): 0.029
Relative energy (zero: lowest compared OMol25 entry of this formula, charge and spin) (eV): 0.614